Formula: C19H12AlIN4O2S2
Source: the Open Molecules 2025 dataset
Level of theory: ωB97M-V/def2-TZVPD

Computed properties:
LUMO energy ... -0.883 eV
E ... -66325.254 eV
Max |F| ... 3.522 eV/A
Spin multiplicity ... 1
Molar mass ... 546.4 g/mol
Total charge ... 0
HOMO energy ... -7.8 eV

Last column: Löwdin charge in e.
Positions of all 41 atoms, in Å:
Al1 -0.19755 -0.11394 -0.13598  -0.034
S1 0.99334 0.75471 -1.91251  0.744
C1 2.17240 1.65831 -0.97584  -0.682
C2 3.50018 1.81650 -1.42866  -0.068
C3 4.36889 2.78456 -0.93635  -0.205
C4 5.74265 2.82375 -1.35481  -0.180
N1 6.82785 2.65752 -1.74736  0.159
C5 3.92974 3.57990 0.15205  -0.200
C6 2.69660 3.30166 0.74750  -0.044
C7 1.91084 2.20317 0.31109  -0.673
S2 0.68961 1.55110 1.36489  0.743
C8 4.82079 4.57017 0.65030  -0.181
N2 5.55969 5.43242 0.90648  0.169
H1 3.97784 1.02593 -2.10272  0.144
H2 2.41684 3.89252 1.60542  0.115
I1 -8.84760 0.25281 -0.20093  0.845
C9 -6.80957 -0.32466 0.02589  -0.671
C10 -6.03213 0.65851 0.69323  -0.137
C11 -4.65938 0.65225 0.42093  0.006
C12 -4.03532 -0.43855 -0.18578  -0.131
C13 -4.82581 -1.52215 -0.61398  -0.016
C14 -6.18586 -1.39280 -0.64092  -0.138
C15 -2.58506 -0.40016 -0.19178  -0.423
O1 -1.88232 0.45419 0.48626  -0.034
O2 -1.80359 -1.23655 -0.81170  -0.016
H3 -6.50652 1.31007 1.39166  0.082
H4 -4.05279 1.52195 0.72385  0.139
H5 -4.31145 -2.44618 -0.90273  0.131
H6 -6.85079 -2.20201 -1.10408  0.132
C16 3.14412 -1.51962 0.25161  0.031
C17 1.85397 -2.32809 0.45315  -0.309
N3 0.57378 -1.94298 0.28052  0.062
C18 -0.21255 -3.05847 0.45701  -0.093
C19 0.56164 -4.11528 0.72558  -0.036
N4 1.87932 -3.61131 0.73318  0.109
H7 3.96867 -2.00465 0.83786  0.102
H8 2.91508 -0.50262 0.54908  0.052
H9 3.49017 -1.42911 -0.79284  0.095
H10 -1.26518 -3.03447 0.27525  0.110
H11 0.39515 -5.16961 0.82901  0.115
H12 2.67429 -4.10880 1.16717  0.186